Record 1
Here is C22H36O2P2Sn as an isolated structure in a non-equilibrium geometry from OMol25. Energies are from the ωB97M-V functional and the def2-TZVPD basis.

The highest occupied orbital energy (spin up / spin down) is -13.068 / -13.068 eV. Its LUMO energy (spin up / spin down) is -6.46 / -6.15 eV. As for the energy above the lowest of the compared OMol25 structures with the same formula, charge and spin: 44.5 kJ/mol. Its charge is +2. The value obtained for the orbital gap (spin up / spin down) is 6.611 / 6.914 eV.

Geometry as XYZ:
```
63
Properties=species:S:1:pos:R:3:forces:R:3
Sn -2.7906 -1.0998 1.7436 1.25 -0.09 1.63
P -0.4816 -2.2442 -2.3665 2.92 -0.31 -2.27
P -0.1365 1.6574 -2.7868 1.60 0.79 -0.93
O -0.5557 0.2906 2.5917 -1.13 0.14 0.18
O -2.5747 0.0046 3.5423 0.86 0.47 -0.73
C -1.4448 -2.6085 2.7136 -0.47 -0.02 -0.59
C 2.8757 0.7658 -0.3129 1.61 -0.65 0.02
C 3.2227 -0.3844 -1.3440 0.62 0.93 0.50
C -0.2752 0.2689 -0.4031 -0.25 1.15 0.30
C 0.7711 2.1982 6.2234 -0.49 -0.20 -0.07
C 1.0821 -1.7031 -1.4394 -3.04 -0.52 3.08
C 0.3769 1.6535 4.9976 -0.16 -0.11 0.02
C -1.7432 2.4334 -2.9314 -0.49 -0.10 0.17
C -1.3436 0.4730 3.5527 -0.23 -0.13 0.63
C 2.1362 -0.9966 -2.1136 0.32 -0.16 -1.60
C -0.1624 2.2573 7.2715 0.08 -0.08 0.00
C 1.8714 1.7054 -0.7642 -0.14 1.16 -0.56
C -1.8597 1.2647 5.8782 0.17 -0.10 -0.08
C -1.7791 -3.1900 -1.5845 -0.41 0.06 0.54
C 0.5075 -0.9849 -0.1402 0.59 -0.87 -0.05
C -0.9317 1.1616 4.8243 0.01 0.14 0.19
C 1.0600 2.8159 -3.5347 -0.16 0.10 -0.46
C -1.1170 -0.9753 -3.5324 -0.45 0.04 0.37
C -0.1812 0.1933 -3.8795 0.44 -0.06 -0.32
C 0.4610 1.4750 -1.0652 -1.82 -0.25 0.57
C 0.3869 -3.3677 -3.5221 -0.51 -0.24 -0.03
C -1.4788 1.8017 7.1092 0.28 -0.02 -0.36
H -0.5221 0.5957 -4.8521 0.14 -0.01 0.34
H -1.7860 -3.0348 3.6732 -0.12 0.20 -0.54
H -1.2055 0.0384 -0.9530 0.11 0.08 -0.04
H 2.4081 -1.3903 -3.1007 0.03 0.33 0.28
H -0.3156 -3.7354 -4.2787 0.18 -0.05 0.11
H -0.4883 -2.1055 2.8951 -0.22 -0.11 -0.13
H -2.5198 1.6731 -3.0916 0.11 0.29 0.14
H 3.9327 0.0380 -2.0696 -0.06 -0.21 0.30
H 0.7989 -4.2202 -2.9665 -0.10 0.17 -0.15
H 0.5731 3.3487 -4.3710 0.27 -0.23 0.32
H -1.7295 3.1096 -3.7976 0.01 -0.23 0.23
H 1.4083 3.5611 -2.7970 -0.31 -0.38 -0.31
H 1.3079 -0.7805 0.5780 -0.35 -0.27 -0.23
H 0.1569 2.6444 8.2403 -0.13 -0.05 -0.28
H -0.0564 2.3781 -0.6555 0.13 -0.31 -0.22
H 1.9404 2.2840 -3.9287 -0.29 0.11 0.23
H -0.6149 0.6733 0.5644 0.13 -0.49 -0.23
H 1.0820 1.5867 4.1680 -0.18 -0.02 0.23
H -1.3181 -3.4076 1.9693 0.18 -0.13 0.40
H 3.7511 -1.1695 -0.7789 0.08 0.07 -0.12
H -2.1633 -3.9281 -2.3085 0.24 0.32 0.16
H 2.2037 2.7357 -0.9234 -0.14 -0.38 0.15
H 0.8649 -0.1394 -4.0379 -0.62 0.19 0.10
H -0.1809 -1.6719 0.3852 0.38 0.02 -0.17
H 1.4809 -2.6933 -1.1018 -0.30 0.28 -0.12
H 2.7404 0.3576 0.7051 -0.20 0.20 -0.42
H -2.8713 0.8902 5.7183 0.31 0.13 0.13
H 3.7861 1.3751 -0.2310 -0.03 -0.40 0.10
H -2.0981 -0.6336 -3.1765 0.17 0.02 -0.11
H -1.3878 -3.7276 -0.7095 -0.07 0.13 -0.20
H 1.2120 -2.8505 -4.0327 -0.33 -0.09 0.22
H 1.7993 2.5503 6.3734 -0.54 -0.14 -0.08
H -2.6101 -2.5405 -1.2719 0.27 -0.17 0.00
H -2.2013 1.8414 7.9321 0.39 0.05 -0.36
H -1.9769 3.0143 -2.0356 -0.04 -0.05 -0.11
H -1.2965 -1.5327 -4.4604 -0.10 0.05 0.21
```
Forces are in eV/Å.

---

Record 2
Here is C22H36O3P2Pt as an isolated structure in a non-equilibrium geometry from OMol25. Energies are from the ωB97M-V functional and the def2-TZVPD basis.

The highest occupied orbital energy (spin up / spin down) is -12.332 / -12.746 eV. Its LUMO energy (spin up / spin down) is -9.02 / -8.62 eV. As for the energy above the lowest of the compared OMol25 structures with the same formula, charge and spin: 437.6 kJ/mol. Its charge is +2. The value obtained for the orbital gap (spin up / spin down) is 3.311 / 4.124 eV. The spin multiplicity is 5.

Geometry as XYZ:
```
64
Properties=species:S:1:pos:R:3:forces:R:3
Pt 3.5813 0.7919 2.4246 -0.49 -0.82 1.08
P -0.1844 2.6969 -0.3013 -3.75 0.58 -2.50
P 2.9394 1.3148 0.4938 0.52 0.03 -1.31
O -0.0910 -2.0194 1.9461 -0.60 -1.03 -0.47
O 0.9883 -3.0596 0.2404 -1.50 0.29 1.01
O -1.9713 -3.0327 3.0063 -0.57 -1.59 -1.20
C -2.1327 -6.0077 0.1614 -0.08 -0.09 0.08
C 1.4280 3.5404 -0.2080 0.86 0.12 0.62
C -2.2630 0.5527 0.4237 0.88 0.93 0.22
C -0.6629 3.2265 -2.0017 0.27 0.15 -0.02
C 3.5471 2.9421 2.0500 0.56 0.83 -0.04
C -0.1166 -0.1113 -0.8703 -0.27 -1.41 1.27
C -0.8054 0.2746 -3.3016 -0.02 -0.09 -1.60
C -0.8761 0.9193 -0.1403 3.46 0.46 2.77
C -1.5385 3.6511 0.4822 0.44 0.43 1.01
C -0.9863 -4.0731 1.1065 -0.44 -0.64 -0.69
C 3.2963 -1.1848 2.6594 -0.23 -0.73 1.03
C -2.9434 0.7154 -1.9848 -1.74 0.93 2.06
C 0.3268 -0.0568 -2.2343 0.43 -0.47 -0.72
C -2.0181 -3.9850 2.1153 0.15 1.16 1.16
C -3.2974 0.1745 -0.6356 -1.57 -0.90 -0.44
C 0.0712 -3.0012 1.0705 1.52 0.42 -0.51
C -3.1251 -5.9223 1.1528 -0.44 0.34 0.73
C -3.0894 -4.9301 2.1205 -0.27 -0.68 -0.38
C -2.2460 0.0716 -2.9369 1.93 -1.13 -2.30
C -1.0801 -5.0780 0.1438 0.71 0.86 0.38
C 2.6472 2.7296 -0.6679 -0.40 0.45 0.04
C 4.3198 0.5140 -0.4746 -0.41 0.14 0.19
H -2.7383 -0.6580 -3.6101 0.07 -0.52 1.16
H -0.6160 1.2884 -3.6592 -0.21 0.03 0.02
H -2.1930 -6.8054 -0.5884 0.11 0.41 0.31
H 4.0500 -1.4820 3.4186 -0.25 -0.12 -0.31
H 0.0990 -1.0644 -0.3217 -0.24 1.07 -0.43
H -1.0061 -2.3899 2.6229 0.95 0.50 -0.49
H -2.5233 3.1798 0.3637 0.50 0.04 -0.22
H -0.3052 -5.1237 -0.6259 -0.24 0.01 0.29
H 2.6174 3.4824 2.2554 0.41 -0.22 0.18
H 1.5713 3.8672 0.8252 -0.07 -0.07 -0.18
H 4.8633 -0.1267 0.2492 -0.23 0.26 -0.82
H -3.3814 -0.9236 -0.6424 0.05 0.31 -0.24
H 0.7364 -1.0512 -2.4879 -0.13 0.50 0.01
H -1.1319 4.2134 -1.9149 0.32 -0.17 -0.21
H 4.9753 1.2914 -0.8958 -0.08 -0.40 0.07
H -0.6152 -0.3925 -4.1517 -0.05 0.35 0.10
H -3.3695 1.7061 -2.1844 1.00 0.40 0.16
H 1.3050 4.4568 -0.8160 -0.37 -0.44 0.14
H 3.5418 3.3657 -0.6899 -0.31 0.07 0.01
H -2.5688 1.3893 1.0638 -0.32 -0.43 -0.21
H 0.2130 3.3088 -2.6486 -0.15 -0.11 -0.14
H -1.5720 4.6154 -0.0298 0.07 -0.01 0.35
H 3.4728 -1.7220 1.7219 -0.13 -0.04 0.24
H 3.8511 -0.0817 -1.2802 0.44 0.12 0.28
H -2.0922 -0.3064 1.1004 -0.12 0.31 -0.46
H 4.2089 3.5199 1.3871 -0.23 -0.24 0.36
H -3.9426 -6.6427 1.1713 0.24 0.16 -0.06
H -4.2589 0.5897 -0.3218 -0.03 -0.16 -0.15
H 4.1007 2.7780 3.0157 -0.34 0.59 -0.56
H -1.3895 3.8203 1.5552 -0.02 -0.02 -0.16
H -1.4005 2.5585 -2.4337 0.11 0.19 0.02
H 1.1669 0.6590 -2.3857 -0.57 -0.14 -0.16
H -0.3194 0.8961 0.8441 -0.15 -0.61 -0.10
H -3.8553 -4.8366 2.8924 0.26 -0.08 -0.23
H 2.5081 2.3717 -1.7032 0.06 -0.15 0.38
H 2.2806 -1.4043 3.0645 0.72 0.06 -0.43
```
Forces are in eV/Å.

---

Record 3
Here is C22H37BClF6I2NO10PbS as an isolated structure in a non-equilibrium geometry from OMol25. Energies are from the ωB97M-V functional and the def2-TZVPD basis.

The highest occupied orbital energy is -12.936 eV. Its LUMO energy is -10.99 eV. Its charge is +2. The value obtained for the orbital gap is 1.945 eV.

Geometry as XYZ:
```
82
Properties=species:S:1:pos:R:3:forces:R:3
Pb 3.4314 2.2460 -4.8662 0.56 10.96 -9.75
I -2.0830 1.8657 1.4811 0.00 -0.87 -0.46
I -3.4942 -2.9548 -0.7707 1.01 0.33 0.46
Cl -9.8686 2.1780 -1.0144 1.47 -0.66 -0.30
S -7.8702 1.8330 -1.6374 3.53 4.60 -4.31
F -1.1128 -2.0434 1.0347 -1.45 0.87 -3.34
F 1.7122 -2.5272 -3.7364 0.64 5.03 1.48
F 4.2955 -1.2915 -3.9002 -4.91 4.42 -0.14
F 0.5509 -0.4664 -3.9442 3.87 -1.38 1.67
F 3.3439 0.9714 -3.6484 -0.58 -11.01 9.09
F 2.7275 -0.4298 -5.4677 1.60 1.36 4.58
O 3.3861 6.2009 -0.1822 -1.69 0.13 0.72
O 1.3800 -5.3115 -2.7192 1.07 3.06 2.75
O 1.9171 1.6404 -1.1262 -0.81 -0.70 0.06
O -7.0192 2.9884 -1.0576 -2.91 -4.43 -0.80
O -7.7919 1.8991 -3.2002 -0.94 -1.29 5.81
O 1.3083 -0.9819 5.3263 3.77 3.96 -6.54
O 2.4365 3.7420 -0.1645 -2.86 -1.72 -0.58
O -1.9945 -0.4248 -0.6303 0.84 -1.95 2.48
O 0.9660 -1.9913 -0.9069 0.09 1.52 -2.48
O 1.9349 -5.1159 -0.2669 -3.65 -0.64 -1.16
N 3.1730 -0.7240 3.6095 -1.54 -0.37 1.92
C 3.0524 -0.4369 -3.9902 1.24 -7.02 -3.12
C -2.8844 0.1220 0.4007 -2.91 -0.30 -0.71
C 3.0846 -2.1456 3.1017 -1.62 -1.06 -0.65
C -6.8442 0.1137 0.5477 -0.55 1.10 0.53
C 1.4928 4.6085 -0.8870 -0.14 1.93 -0.18
C -0.4590 -4.0224 -1.1979 -0.15 -0.54 0.27
C -4.2821 0.6651 -0.3400 1.04 0.54 0.50
C 1.8190 2.4047 0.1238 1.49 1.81 0.53
C 1.0475 1.1056 3.8872 0.76 -0.26 0.79
C 1.9713 6.1900 -0.6274 0.63 0.15 0.86
C -1.6088 -1.8184 -0.3746 1.17 0.92 0.67
C 3.3048 -2.2730 1.4486 -0.36 0.26 0.20
C 0.9914 0.5101 -1.1871 -1.82 0.31 1.22
C 3.1878 -0.8324 0.6670 1.03 0.22 1.26
C 1.7454 -1.0927 -3.2593 -3.10 -2.14 -0.70
C 4.2265 -0.5471 4.6851 0.87 0.87 1.12
C 3.1854 -0.9223 -0.9653 0.01 -1.59 -0.10
C 1.8655 -0.2916 4.3031 -3.66 -2.59 4.54
C -7.3614 0.1186 -1.0107 -1.05 -2.04 1.11
C -5.4277 0.8971 0.8097 0.44 -0.03 0.67
C -0.3518 -2.3565 -1.3401 -2.97 -2.53 0.07
C 1.6502 -0.9306 -1.6381 1.39 1.46 2.26
B 0.9803 -4.7986 -1.3607 1.93 -1.33 -1.04
H -5.5736 2.0640 0.9795 0.07 -2.66 -0.59
H 5.0691 0.1340 4.2398 -1.49 -1.26 1.10
H 4.3715 -2.7403 1.2644 -2.32 0.79 0.07
H 0.8366 1.1742 2.7367 0.45 -0.21 2.25
H 3.7920 -2.9106 3.6453 -1.24 1.79 -1.00
H -4.0025 1.7070 -0.8098 -0.75 -2.19 0.62
H 0.0454 1.1737 4.5322 2.33 -0.48 -1.61
H -6.8336 -0.9826 1.0166 0.07 2.29 -1.49
H -4.5603 -0.1053 -1.1754 0.50 1.49 1.70
H 3.4144 6.1921 0.8202 -0.21 -0.07 -1.89
H 1.9753 -2.5209 3.3275 2.44 0.68 -0.52
H 2.5359 1.8992 0.9061 -1.60 1.08 -1.41
H 1.5006 4.4752 -2.0544 0.16 -0.25 1.95
H -1.1642 -4.4711 -2.0507 1.39 1.17 2.08
H 2.2942 -0.2535 1.1484 1.58 -1.06 -1.22
H 1.3965 -5.7382 0.3375 1.41 1.51 -0.93
H 0.3786 4.5338 -0.5359 2.08 -0.28 -0.50
H 0.5914 0.3416 -0.0743 0.78 -0.07 -2.56
H -3.2397 -0.6358 1.2169 1.27 1.18 -1.60
H -7.6708 0.7005 1.1717 1.72 -1.29 -1.30
H -0.6782 -2.1194 -2.4301 1.02 0.01 1.84
H 4.1688 -0.2208 0.9661 -2.22 -1.17 -0.70
H 0.0576 0.8411 -1.8086 1.69 -0.90 0.97
H -5.0000 0.4874 1.8460 -0.95 0.82 -2.16
H 3.8637 -0.0628 -1.3660 -1.42 -1.48 0.50
H 3.6601 -1.9796 -1.2498 -0.87 2.30 0.52
H -8.3632 -0.5269 -1.0276 2.05 1.57 -0.15
H 2.4152 -2.9351 1.0729 2.11 0.93 0.52
H -6.6366 -0.3955 -1.7747 -1.34 1.58 1.28
H 1.9366 6.8372 -1.6165 -0.12 -1.48 2.10
H 1.3389 6.7057 0.2312 0.99 -1.18 -2.05
H 1.7207 2.0129 4.2335 -1.22 -1.80 -0.90
H 4.7078 -1.5419 5.0734 -1.08 1.76 -0.92
H 0.7327 2.6020 0.5092 1.86 -0.86 -0.93
H 3.7226 -0.0377 5.6400 1.41 -0.99 -2.12
H 2.3293 -4.9569 -2.8434 -1.90 -1.46 0.27
H -0.8471 -4.3165 -0.1068 0.54 0.84 -2.47
```
Forces are in eV/Å.

---

no.,M (g mol⁻¹)
1,513.19
2,605.55
3,1128.86